Density functional theory data (ωB97M-V with the def2-TZVPD basis set) for a structure of composition C62H92F6HfN8O18S2 at a distorted geometry.

Results
HOMO-LUMO gap (eV): 5.63
HOMO energy (Ha): -0.2446
LUMO energy (eV): -1.03

The geometry in ORCA input format:
```
! RIJCOSX wB97M-V def2-TZVPD def2/J DEFGRID3
* xyz 0 1
Hf 1.11031 -0.68695 2.08980
C -3.60982 0.36219 0.36457
C -2.43369 0.14896 -0.63555
C -3.04019 0.15536 -2.10256
C -3.05512 1.61356 -2.56026
C -1.64219 2.18914 -2.65486
C -0.98013 2.27940 -1.28536
N -1.12335 0.92165 -0.63411
O -0.33634 0.71021 0.54629
C -1.64621 3.43383 -0.53498
C 0.50057 2.57609 -1.61419
C -2.18870 -1.39369 -0.65437
H -3.30498 0.17262 1.39377
H -4.46112 -0.30898 0.25087
H -3.92378 1.39339 0.20283
H -4.09372 -0.10847 -2.00994
H -2.46447 -0.46549 -2.78899
H -3.81422 2.16258 -2.00308
H -3.40896 1.45415 -3.57883
H -1.80124 3.13744 -3.16822
H -1.18207 1.62098 -3.46330
H -1.04504 3.82206 0.28720
H -2.49361 3.08104 0.05287
H -2.00633 4.26978 -1.13464
H 0.64998 3.40255 -2.30899
H 0.87011 1.67954 -2.11192
H 1.18216 2.72739 -0.77714
H -2.99233 -2.08133 -0.91783
H -1.92015 -1.80646 0.31805
H -1.34038 -1.65848 -1.28552
C 3.26069 0.68440 -0.64577
C 4.65473 -0.03501 -0.43179
C 5.72873 1.02451 -0.84790
C 7.11862 0.59666 -0.47445
C 7.19941 0.23649 0.95220
C 6.13096 -0.69472 1.56122
N 4.80554 -0.36376 1.00534
O 3.61679 -1.03689 1.62115
C 6.09202 -0.44893 3.19908
C 6.53126 -2.19800 1.44435
C 4.83577 -1.36625 -1.19500
H 2.37904 0.19444 -0.23255
H 3.03386 0.63987 -1.71097
H 3.14422 1.73352 -0.37399
H 5.53066 1.99654 -0.39621
H 5.72338 0.95616 -1.93574
H 7.76772 1.46040 -0.61841
H 7.45843 -0.19760 -1.13913
H 7.04861 1.18468 1.46823
H 8.19689 -0.18914 1.06152
H 7.01524 0.08191 3.43140
H 6.10749 -1.34799 3.81518
H 5.20318 0.06266 3.56831
H 7.47750 -2.15769 1.98390
H 6.66948 -2.45627 0.39446
H 5.84044 -2.92376 1.87349
H 5.83811 -1.62871 -1.53340
H 4.33710 -1.27195 -2.15964
H 4.43027 -2.21738 -0.64795
C -1.50630 -4.50854 0.98105
C -0.55320 -5.16619 1.91280
C -0.10468 -6.51416 1.19062
C 0.99158 -7.26419 1.95565
C 2.20289 -6.32970 2.29545
C 1.87374 -5.00573 2.88268
N 0.67863 -4.36303 2.23702
O 0.55084 -3.00912 2.48227
C 3.18408 -4.15204 2.52259
C 1.76164 -5.09925 4.35210
C -1.21276 -5.56096 3.29554
H -2.27103 -3.94805 1.51877
H -2.04242 -5.22625 0.36010
H -0.98369 -3.80463 0.33338
H 0.23174 -6.35178 0.16664
H -0.80759 -7.34618 1.14852
H 1.30980 -8.12578 1.36872
H 0.46394 -7.71276 2.79737
H 2.75017 -6.15106 1.36990
H 2.81482 -6.88563 3.00579
H 3.14418 -3.97633 1.44759
H 4.17523 -4.56531 2.70951
H 3.23895 -3.20258 3.05514
H 1.27589 -5.99508 4.73894
H 1.45430 -4.17788 4.84680
H 2.74372 -5.27928 4.78937
H -0.66530 -6.33209 3.83752
H -2.19978 -5.99233 3.12879
H -1.46993 -4.72148 3.94149
C -1.47312 2.80414 3.35883
F -2.14808 3.73611 4.09888
F -2.35454 2.14284 2.59788
F -0.52714 3.44252 2.64708
S -0.49546 1.46142 4.46025
O 0.95104 1.63469 4.44643
O -1.14494 1.53316 5.75781
N -0.51571 -0.07462 3.53352
S -1.95169 -0.79683 4.07707
O -2.98036 0.12787 4.54118
O -2.35236 -1.67894 3.03895
C -1.52746 -1.97163 5.57132
F -1.47729 -1.34636 6.66870
F -2.53094 -2.88229 5.82522
F -0.43755 -2.57995 5.40902
C 1.79195 10.46027 -0.34787
C 1.26862 9.25134 0.19656
C 1.18573 8.06345 -0.50719
C 1.87261 8.00682 -1.73242
C 2.44227 9.17011 -2.27729
C 2.33110 10.36748 -1.60144
N 1.88440 6.69173 -2.41424
O 1.99497 5.70085 -1.71010
O 1.85462 6.65788 -3.61183
H 1.89072 11.43748 0.10123
H 0.88796 9.32896 1.20427
H 0.69401 7.22541 -0.03569
H 2.76216 9.21730 -3.30775
H 2.63786 11.27007 -2.10901
C 1.94870 1.00626 -4.76665
C 3.28565 1.28007 -4.43975
C 4.21731 0.22253 -4.56364
C 3.73029 -1.00544 -5.09994
C 2.35503 -1.20341 -5.47445
C 1.50690 -0.16670 -5.34223
N 4.63952 -2.14302 -5.12081
O 5.85695 -1.95351 -5.47182
O 4.10828 -3.22298 -4.95522
H 1.30320 1.85469 -4.59372
H 3.63344 2.24838 -4.11141
H 5.27460 0.33197 -4.37243
H 2.17110 -2.14019 -5.97944
H 0.48866 -0.29313 -5.67931
C -5.84047 -1.40277 3.03054
C -6.23112 -1.39371 1.69136
C -6.27737 -2.53931 0.95393
C -5.80508 -3.77207 1.56560
C -5.37647 -3.79541 2.85778
C -5.38274 -2.61884 3.56625
N -5.78446 -4.96776 0.71086
O -6.26540 -4.93591 -0.42452
O -5.17670 -5.93448 1.14495
H -5.92493 -0.53849 3.67265
H -6.41427 -0.39396 1.32621
H -6.50778 -2.64278 -0.09612
H -5.07414 -4.74296 3.27865
H -5.12868 -2.64927 4.61550
C -5.16907 -0.04917 -6.37845
C -5.38479 1.09499 -5.50968
C -5.94410 0.86519 -4.20722
C -6.36992 -0.44191 -3.84857
C -6.23432 -1.49175 -4.80662
C -5.73415 -1.24789 -6.06017
N -6.87413 -0.73539 -2.50279
O -6.84437 0.17341 -1.66920
O -7.40955 -1.88998 -2.28782
H -4.73694 0.20745 -7.33439
H -4.98220 2.08005 -5.69398
H -6.05820 1.73501 -3.57732
H -6.54889 -2.47479 -4.48869
H -5.65730 -2.09066 -6.73117
C -4.92870 4.27629 0.62699
C -5.82697 5.04497 -0.38351
O -6.01752 4.65468 -1.54197
C -6.41052 6.31550 0.15029
H -3.99393 4.76097 0.90874
H -4.72558 3.30175 0.18304
H -5.43622 4.25330 1.59135
H -6.55512 7.05580 -0.63656
H -5.88620 6.72686 1.01283
H -7.38290 6.09586 0.59112
C 1.30049 -1.90554 -2.41175
C 1.30977 -2.58553 -1.07163
O 1.25426 -1.95436 0.02051
C 1.54122 -4.06383 -1.10973
H 0.70330 -2.57844 -3.02713
H 2.36025 -1.92143 -2.66622
H 0.95407 -0.87208 -2.41788
H 0.69560 -4.62743 -1.50391
H 1.86226 -4.27261 -0.08922
H 2.36447 -4.15568 -1.81819
C 4.20603 2.69261 2.64591
C 2.70319 2.59544 2.11230
O 2.19320 1.45812 2.13276
C 2.04856 3.92392 1.76409
H 4.93555 2.99956 1.89644
H 4.56243 1.73485 3.02508
H 4.17642 3.45726 3.42216
H 1.20207 3.59812 1.15960
H 2.78905 4.41609 1.13357
H 1.87548 4.59657 2.60415
*
```

Atom charges from the Mulliken analysis, given in e for atoms 1 to 4: atom 1 (Hf): 1.67, atom 2 (C): 0.14, atom 3 (C): 1.61, atom 4 (C): -0.88

---

Density functional theory data (ωB97M-V with the def2-TZVPD basis set) for a cluster of 12 separate species, C63H111N3O21 in total at a distorted geometry.

Results
HOMO-LUMO gap (eV): 8.53
HOMO energy (Ha): -0.2954
LUMO energy (eV): 0.49
SMILES: CC1(C)CCCC(C)(C)N1O.CC1(C)CCCC(C)(C)N1O.CC1(C)CCCC(C)(C)N1O.O=C1CCCO1.O=C1CCCO1.O=C1CCCO1.O=C1CCCO1.O=C1CCCO1.O=C1CCCO1.O=C1CCCO1.O=C1CCCO1.O=C1CCCO1

The geometry in ORCA input format:
```
! RIJCOSX wB97M-V def2-TZVPD def2/J DEFGRID3
* xyz 0 1
C 1.19669 3.25552 8.10623
C 0.88282 1.86979 7.56818
C 2.02539 0.87608 7.73574
C -0.37604 1.33098 8.27728
C -1.11199 0.22610 7.57921
C -1.45990 0.50182 6.15011
C -0.15023 0.94329 5.36374
C 0.77987 -0.24545 5.07567
C -0.55929 1.48117 3.99163
N 0.45836 2.05700 6.12094
O 1.60681 2.56160 5.31658
H 2.10654 3.65847 7.64419
H 0.36538 3.93264 7.97839
H 1.29993 3.26277 9.20082
H 1.66609 -0.15222 7.54827
H 2.91967 1.03739 7.12960
H 2.31035 0.95229 8.75913
H -0.10959 1.07430 9.31631
H -1.04212 2.20521 8.33195
H -0.47210 -0.65331 7.66429
H -1.99763 -0.04007 8.18075
H -2.19554 1.30700 6.11414
H -1.77250 -0.44011 5.67850
H 0.29568 -0.89140 4.32394
H 1.09772 -0.82880 5.90339
H 1.71220 0.11003 4.60067
H 0.36026 1.66014 3.42384
H -1.03751 2.45544 4.02016
H -1.23807 0.74324 3.50530
H 2.23049 1.81818 5.26704
C -5.46980 3.11591 -4.01096
C -4.49304 2.25043 -3.23476
C -4.65594 2.47046 -1.74786
C -4.69109 0.79405 -3.57913
C -4.25698 0.46450 -5.03337
C -2.73359 0.70258 -5.10915
C -2.34088 2.15266 -4.76228
C -0.80121 2.24967 -4.60656
C -2.74637 3.00050 -5.94069
N -3.03901 2.49804 -3.51069
O -2.60699 3.78520 -2.90667
H -6.45610 3.21148 -3.57395
H -5.00210 4.12175 -4.09073
H -5.65237 2.75971 -4.99845
H -4.77753 3.55541 -1.54080
H -5.63616 2.08936 -1.48880
H -3.84695 1.97091 -1.22327
H -4.13612 0.16726 -2.91221
H -5.77570 0.61518 -3.37439
H -4.47533 -0.60055 -5.26995
H -4.78917 1.09089 -5.74910
H -2.37818 0.50951 -6.13519
H -2.25960 -0.04202 -4.49158
H -0.34610 1.82270 -5.49901
H -0.41146 1.66338 -3.76352
H -0.40940 3.26733 -4.45401
H -3.82827 2.94280 -6.08464
H -2.30914 2.56601 -6.83410
H -2.40015 4.01534 -5.77796
H -2.14378 3.47546 -2.07862
C 4.74246 -2.57426 -1.75145
C 3.89783 -3.54130 -0.85334
C 3.75349 -2.92764 0.60977
C 2.43564 -3.63435 -1.40318
C 2.29715 -4.47230 -2.71234
C 2.95409 -5.82633 -2.52184
C 4.38759 -5.75030 -2.08115
C 4.77368 -7.12714 -1.64659
C 5.24429 -5.22762 -3.24039
N 4.39000 -4.89152 -0.86550
O 5.69917 -4.86506 -0.32991
H 4.62637 -2.76607 -2.79589
H 4.38971 -1.58569 -1.58878
H 5.78752 -2.64607 -1.46576
H 4.69029 -2.55390 0.94762
H 3.03270 -2.14433 0.44782
H 3.29688 -3.68227 1.30606
H 1.83982 -4.21407 -0.70589
H 1.92822 -2.68158 -1.40450
H 1.19807 -4.56563 -2.85617
H 2.58097 -3.84957 -3.55079
H 2.82350 -6.40581 -3.44626
H 2.31736 -6.30173 -1.78498
H 5.83978 -7.14196 -1.44018
H 4.48634 -7.82519 -2.45434
H 4.15813 -7.41673 -0.80636
H 5.47366 -6.00597 -3.90661
H 6.19553 -4.88605 -2.85806
H 4.81082 -4.47288 -3.86497
H 5.65022 -5.55259 0.37108
O -0.62469 -5.17849 -5.18762
C -0.20164 -4.03840 -5.38619
C -1.00057 -2.80207 -5.52922
C 0.02138 -1.71015 -5.95423
C 1.31288 -2.28698 -5.29978
O 1.06938 -3.71176 -5.45039
H -1.78898 -3.09446 -6.24470
H -1.48480 -2.51156 -4.59516
H 0.18441 -1.77148 -7.05558
H -0.07884 -0.63741 -5.68279
H 2.27515 -2.08940 -5.78580
H 1.36370 -2.13942 -4.20653
O -0.98734 3.68173 -0.17839
C -1.58148 4.45514 0.57384
C -2.66156 5.45212 0.20995
C -2.55959 6.44192 1.36953
C -2.21885 5.46169 2.49351
O -1.24965 4.56374 1.85854
H -2.46722 5.74736 -0.84243
H -3.65580 4.96152 0.28978
H -1.79876 7.20559 1.18178
H -3.41193 7.05161 1.52701
H -1.76295 5.96516 3.33915
H -3.12382 4.91246 2.75241
O -0.88861 -1.59921 2.42551
C -0.38780 -2.68583 2.25706
C 0.43594 -3.41791 3.27533
C 0.90255 -4.69242 2.48874
C -0.07780 -4.71501 1.37621
O -0.46942 -3.31888 1.13560
H 1.24050 -2.74204 3.59029
H -0.22582 -3.60295 4.14060
H 1.87917 -4.47849 2.00232
H 0.90738 -5.57765 3.12049
H 0.34351 -5.06153 0.43830
H -0.95086 -5.38272 1.60029
O -4.04910 2.91423 1.75195
C -4.60642 1.84643 1.98189
C -4.01035 0.80341 2.93066
C -4.96900 -0.40984 2.82478
C -6.01495 0.07832 1.81852
O -5.75718 1.50259 1.50086
H -2.99935 0.66019 2.58955
H -4.04025 1.20315 3.94981
H -4.50082 -1.32219 2.44464
H -5.38452 -0.65232 3.78711
H -5.96311 -0.46400 0.87798
H -7.05940 0.03879 2.15149
O 2.17104 0.66548 -5.45909
C 2.55268 1.00521 -4.36039
C 3.38578 0.21084 -3.44616
C 3.72889 1.14622 -2.23424
C 2.62721 2.18272 -2.40460
O 2.19208 2.12960 -3.73882
H 2.78951 -0.61752 -3.14627
H 4.26771 -0.18746 -3.97993
H 3.78664 0.55169 -1.33192
H 4.68898 1.71074 -2.35863
H 1.73626 1.97049 -1.81008
H 2.92085 3.19493 -2.19511
O -4.81720 -1.89547 -0.32660
C -4.92054 -2.25389 -1.46260
C -6.19067 -2.17717 -2.28449
C -5.95280 -3.10734 -3.43827
C -4.39872 -3.10629 -3.53977
O -3.91422 -2.66847 -2.24156
H -7.10672 -2.36060 -1.73548
H -6.25346 -1.12981 -2.54802
H -6.26218 -4.10434 -3.13252
H -6.32807 -2.81792 -4.44007
H -3.98033 -4.08260 -3.76035
H -4.08958 -2.36571 -4.27794
O 3.94416 1.07856 4.64487
C 4.56274 0.81279 3.66681
C 4.11415 -0.00019 2.41706
C 5.47143 -0.15147 1.62121
C 6.32002 0.93723 2.27554
O 5.80246 1.26225 3.56925
H 3.56563 -0.87298 2.84229
H 3.44325 0.62041 1.85910
H 5.77608 -1.17763 1.81721
H 5.32567 -0.01460 0.54886
H 7.40302 0.69662 2.29507
H 6.18337 1.84640 1.69951
O 0.11059 -1.26988 -2.66815
C -0.17585 -0.60415 -1.67734
C -1.51936 -0.08126 -1.29966
C -1.36371 0.33854 0.12586
C 0.15705 0.43380 0.30843
O 0.77075 -0.25693 -0.77889
H -1.67921 0.76562 -1.95197
H -2.26200 -0.85111 -1.48176
H -1.76807 1.34811 0.34974
H -1.79841 -0.37770 0.82643
H 0.51415 1.44128 0.34424
H 0.45922 -0.06359 1.21589
O 3.61122 2.49265 0.86679
C 3.33535 3.63989 1.12419
C 2.15232 3.99924 1.95304
C 1.95037 5.48242 1.63895
C 3.38356 5.90252 1.39975
O 4.03875 4.72369 0.79541
H 1.23933 3.41945 1.86510
H 2.49438 3.92736 3.00890
H 1.30011 5.65026 0.77056
H 1.53967 6.06275 2.47355
H 3.54991 6.72460 0.70102
H 3.86749 6.15012 2.38865
*
```

Atom charges from the Mulliken analysis, given in e for atoms 1 to 4: atom 1 (C): -2.08, atom 2 (C): 1.88, atom 3 (C): -1.43, atom 4 (C): -1.24